(1)
67
Properties=species:S:1:pos:R:3 method="wB97M-V/def2-TZVPD" smiles="CC[C@H](C)[C@@H]1C[C@@H]([C@H](Br)[C@@H](C)Br)C(=O)O1.COC[C@@H](C)N.COC[C@@H](C)N" charge=0 homo_ev=-9.1
C 2.93 0.64 -1.52
C 3.07 -0.45 -2.58
C 2.53 -1.84 -2.24
C 2.82 -2.77 -3.43
C 1.04 -1.81 -1.96
C 0.51 -1.29 -0.63
C -0.95 -1.75 -0.67
C -1.97 -0.71 -1.15
Br -3.76 -1.48 -1.25
C -1.61 0.03 -2.43
C -1.88 -0.72 -3.73
Br -2.51 1.76 -2.47
C -0.80 -3.06 -1.47
O -1.61 -3.92 -1.63
O 0.47 -3.16 -1.95
H 1.90 1.00 -1.41
H 3.29 0.30 -0.54
H 3.53 1.51 -1.80
H 4.14 -0.58 -2.78
H 2.61 -0.11 -3.51
H 3.05 -2.23 -1.37
H 2.33 -3.74 -3.32
H 2.49 -2.31 -4.36
H 3.90 -2.93 -3.51
H 0.55 -1.31 -2.80
H 0.96 -1.90 0.16
H 0.72 -0.25 -0.37
H -1.29 -2.06 0.32
H -2.07 0.03 -0.35
H -0.56 0.29 -2.37
H -1.63 -1.78 -3.63
H -1.30 -0.28 -4.54
H -2.94 -0.66 -4.00
C -6.46 4.52 0.66
C -5.10 3.88 0.37
C -4.07 4.07 1.49
O -3.52 5.37 1.58
C -4.27 6.30 2.32
N -4.61 4.35 -0.93
H -6.42 5.60 0.54
H -7.20 4.14 -0.04
H -6.79 4.29 1.67
H -5.25 2.80 0.28
H -3.23 3.40 1.30
H -4.50 3.78 2.46
H -4.76 5.83 3.18
H -5.03 6.80 1.71
H -3.57 7.06 2.69
H -3.77 3.84 -1.17
H -4.32 5.32 -0.83
C 3.83 -3.72 4.22
C 3.43 -2.25 4.06
C 2.92 -1.89 2.67
O 3.93 -1.79 1.68
C 4.34 -3.01 1.11
N 4.54 -1.41 4.50
H 4.79 -3.92 3.74
H 3.94 -3.96 5.27
H 3.08 -4.38 3.78
H 2.60 -2.06 4.75
H 2.46 -0.90 2.72
H 2.15 -2.60 2.34
H 3.50 -3.70 0.97
H 5.10 -3.51 1.72
H 4.78 -2.79 0.14
H 4.25 -0.44 4.53
H 5.28 -1.45 3.80


(2)
65
Properties=species:S:1:pos:R:3 method="wB97M-V/def2-TZVPD" charge=-1 homo_ev=-2.3
Br 1.12 -1.16 0.83
C 1.09 -3.13 1.24
C 2.42 -3.50 1.96
C 3.40 -4.19 0.98
C 4.47 -3.26 0.43
C 4.79 -3.34 -0.91
C 5.72 -2.49 -1.43
C 6.35 -1.55 -0.66
C 6.06 -1.46 0.68
C 5.12 -2.33 1.19
H 0.30 -3.26 2.00
H 2.20 -4.13 2.83
H 2.81 -2.57 2.36
H 2.79 -4.52 0.13
H 3.84 -5.11 1.39
H 4.29 -4.08 -1.53
H 5.98 -2.57 -2.48
H 7.06 -0.87 -1.11
H 6.51 -0.74 1.35
H 4.85 -2.27 2.24
C -1.69 -4.62 -1.57
C -2.45 -3.30 -1.57
O -2.43 -2.71 -0.28
H -2.12 -5.31 -0.85
H -1.71 -5.08 -2.56
H -0.65 -4.45 -1.28
H -3.50 -3.47 -1.84
H -2.01 -2.61 -2.29
H -1.50 -2.56 -0.06
C 5.52 3.35 2.71
C 5.36 1.84 2.64
O 6.58 1.22 2.23
H 5.82 3.75 1.74
H 4.59 3.83 3.01
H 6.30 3.62 3.43
H 4.61 1.57 1.90
H 5.07 1.44 3.61
H 7.26 1.44 2.88
C -3.21 0.74 1.18
C -3.54 1.25 -0.21
O -2.36 1.27 -1.01
H -2.46 1.38 1.66
H -4.10 0.72 1.81
H -2.79 -0.26 1.13
H -3.93 2.26 -0.16
H -4.28 0.61 -0.69
H -2.01 0.37 -1.05
C -4.60 2.50 -4.38
C -4.74 1.00 -4.55
O -3.52 0.43 -5.03
H -4.32 2.97 -5.33
H -5.53 2.94 -4.02
H -3.80 2.73 -3.67
H -5.52 0.77 -5.28
H -5.00 0.52 -3.60
H -2.84 0.63 -4.38
C -5.27 5.54 2.34
C -4.56 4.75 1.26
O -5.51 4.09 0.41
H -5.90 4.88 2.94
H -4.56 6.04 2.99
H -5.93 6.29 1.89
H -3.92 3.98 1.69
H -3.94 5.40 0.64
H -6.06 4.77 0.02


(3)
73
Properties=species:S:1:pos:R:3 method="wB97M-V/def2-TZVPD" charge=+1 homo_ev=-10.5
Cd -2.15 0.56 4.35
Cd -0.29 3.08 1.68
C -0.11 -0.89 0.72
C -0.74 -0.20 1.89
O -0.62 1.04 1.81
O -1.22 -0.73 2.90
H 0.64 -0.31 0.19
H -1.06 -1.07 0.22
H 0.40 -1.85 0.79
C -4.69 3.68 2.64
C -3.31 3.04 2.57
O -2.90 2.15 3.36
O -2.47 3.50 1.91
H -5.51 3.16 2.14
H -4.65 4.70 2.27
H -5.05 3.85 3.66
C 0.95 3.56 5.98
C 0.27 2.71 4.83
O -0.56 1.75 5.10
O 0.56 3.02 3.61
H 0.73 3.19 6.98
H 0.66 4.61 5.98
H 2.01 3.60 5.72
C -0.86 -3.40 5.40
C -1.82 -2.41 6.06
O -1.53 -1.02 5.75
O -1.11 -3.54 4.02
H -1.10 -4.33 5.92
H 0.22 -3.32 5.50
H -2.03 -2.56 7.12
H -2.83 -2.63 5.72
H -0.86 -0.62 6.30
H -0.98 -2.64 3.72
C 0.64 3.50 -1.16
C 1.79 2.78 -0.37
O 1.81 2.83 1.09
O -0.56 3.11 -0.43
H 0.44 3.00 -2.11
H 1.03 4.52 -1.19
H 2.63 3.36 -0.73
H 1.84 1.73 -0.69
H 2.62 2.42 1.41
H -1.26 3.47 -0.97
C 0.99 0.34 -5.00
C 0.46 -0.65 -3.94
C -0.70 -1.48 -4.62
C -0.23 -2.73 -5.38
C 0.63 -3.46 -4.41
C 1.86 -2.66 -3.84
N 1.46 -1.38 -3.21
O 2.56 -0.57 -2.86
C 2.41 -3.56 -2.71
C 2.96 -2.52 -4.93
C -0.35 0.25 -2.92
H 0.14 0.95 -5.31
H 1.66 1.06 -4.53
H 1.57 0.12 -5.90
H -1.38 -1.73 -3.80
H -1.35 -0.86 -5.23
H -1.04 -3.44 -5.51
H 0.24 -2.39 -6.31
H 1.00 -4.34 -4.92
H 0.01 -3.78 -3.57
H 1.92 -3.47 -1.74
H 3.44 -3.26 -2.51
H 2.55 -4.61 -2.97
H 3.02 -3.40 -5.56
H 3.93 -2.29 -4.49
H 2.65 -1.69 -5.56
H -1.22 0.71 -3.39
H -0.70 -0.36 -2.08
H 0.22 1.06 -2.47
H 2.28 -0.24 -2.01


Copy entry 3 word for word.
73
Properties=species:S:1:pos:R:3 method="wB97M-V/def2-TZVPD" charge=+1 homo_ev=-10.5
Cd -2.15 0.56 4.35
Cd -0.29 3.08 1.68
C -0.11 -0.89 0.72
C -0.74 -0.20 1.89
O -0.62 1.04 1.81
O -1.22 -0.73 2.90
H 0.64 -0.31 0.19
H -1.06 -1.07 0.22
H 0.40 -1.85 0.79
C -4.69 3.68 2.64
C -3.31 3.04 2.57
O -2.90 2.15 3.36
O -2.47 3.50 1.91
H -5.51 3.16 2.14
H -4.65 4.70 2.27
H -5.05 3.85 3.66
C 0.95 3.56 5.98
C 0.27 2.71 4.83
O -0.56 1.75 5.10
O 0.56 3.02 3.61
H 0.73 3.19 6.98
H 0.66 4.61 5.98
H 2.01 3.60 5.72
C -0.86 -3.40 5.40
C -1.82 -2.41 6.06
O -1.53 -1.02 5.75
O -1.11 -3.54 4.02
H -1.10 -4.33 5.92
H 0.22 -3.32 5.50
H -2.03 -2.56 7.12
H -2.83 -2.63 5.72
H -0.86 -0.62 6.30
H -0.98 -2.64 3.72
C 0.64 3.50 -1.16
C 1.79 2.78 -0.37
O 1.81 2.83 1.09
O -0.56 3.11 -0.43
H 0.44 3.00 -2.11
H 1.03 4.52 -1.19
H 2.63 3.36 -0.73
H 1.84 1.73 -0.69
H 2.62 2.42 1.41
H -1.26 3.47 -0.97
C 0.99 0.34 -5.00
C 0.46 -0.65 -3.94
C -0.70 -1.48 -4.62
C -0.23 -2.73 -5.38
C 0.63 -3.46 -4.41
C 1.86 -2.66 -3.84
N 1.46 -1.38 -3.21
O 2.56 -0.57 -2.86
C 2.41 -3.56 -2.71
C 2.96 -2.52 -4.93
C -0.35 0.25 -2.92
H 0.14 0.95 -5.31
H 1.66 1.06 -4.53
H 1.57 0.12 -5.90
H -1.38 -1.73 -3.80
H -1.35 -0.86 -5.23
H -1.04 -3.44 -5.51
H 0.24 -2.39 -6.31
H 1.00 -4.34 -4.92
H 0.01 -3.78 -3.57
H 1.92 -3.47 -1.74
H 3.44 -3.26 -2.51
H 2.55 -4.61 -2.97
H 3.02 -3.40 -5.56
H 3.93 -2.29 -4.49
H 2.65 -1.69 -5.56
H -1.22 0.71 -3.39
H -0.70 -0.36 -2.08
H 0.22 1.06 -2.47
H 2.28 -0.24 -2.01


Repeat the second record exactly.
65
Properties=species:S:1:pos:R:3 method="wB97M-V/def2-TZVPD" charge=-1 homo_ev=-2.3
Br 1.12 -1.16 0.83
C 1.09 -3.13 1.24
C 2.42 -3.50 1.96
C 3.40 -4.19 0.98
C 4.47 -3.26 0.43
C 4.79 -3.34 -0.91
C 5.72 -2.49 -1.43
C 6.35 -1.55 -0.66
C 6.06 -1.46 0.68
C 5.12 -2.33 1.19
H 0.30 -3.26 2.00
H 2.20 -4.13 2.83
H 2.81 -2.57 2.36
H 2.79 -4.52 0.13
H 3.84 -5.11 1.39
H 4.29 -4.08 -1.53
H 5.98 -2.57 -2.48
H 7.06 -0.87 -1.11
H 6.51 -0.74 1.35
H 4.85 -2.27 2.24
C -1.69 -4.62 -1.57
C -2.45 -3.30 -1.57
O -2.43 -2.71 -0.28
H -2.12 -5.31 -0.85
H -1.71 -5.08 -2.56
H -0.65 -4.45 -1.28
H -3.50 -3.47 -1.84
H -2.01 -2.61 -2.29
H -1.50 -2.56 -0.06
C 5.52 3.35 2.71
C 5.36 1.84 2.64
O 6.58 1.22 2.23
H 5.82 3.75 1.74
H 4.59 3.83 3.01
H 6.30 3.62 3.43
H 4.61 1.57 1.90
H 5.07 1.44 3.61
H 7.26 1.44 2.88
C -3.21 0.74 1.18
C -3.54 1.25 -0.21
O -2.36 1.27 -1.01
H -2.46 1.38 1.66
H -4.10 0.72 1.81
H -2.79 -0.26 1.13
H -3.93 2.26 -0.16
H -4.28 0.61 -0.69
H -2.01 0.37 -1.05
C -4.60 2.50 -4.38
C -4.74 1.00 -4.55
O -3.52 0.43 -5.03
H -4.32 2.97 -5.33
H -5.53 2.94 -4.02
H -3.80 2.73 -3.67
H -5.52 0.77 -5.28
H -5.00 0.52 -3.60
H -2.84 0.63 -4.38
C -5.27 5.54 2.34
C -4.56 4.75 1.26
O -5.51 4.09 0.41
H -5.90 4.88 2.94
H -4.56 6.04 2.99
H -5.93 6.29 1.89
H -3.92 3.98 1.69
H -3.94 5.40 0.64
H -6.06 4.77 0.02